Density functional theory data (wB97M-V/def2-TZVPD) for 9 unconnected molecules or ions with the total composition C9H36N6O9 in a non-equilibrium geometry.

Positions of all 60 atoms, in Å:
N1 -1.6634 5.8167 1.3093
C1 -1.4850 4.6558 2.0040
N2 -2.0824 4.6074 3.2155
O1 -0.8748 3.6934 1.5363
H1 -2.1595 6.5325 1.8076
H2 -1.4588 5.9129 0.3340
H3 -1.9917 3.7047 3.6503
H4 -2.7948 5.2506 3.5014
N3 -2.4049 -2.1343 -3.2440
C2 -3.1825 -2.4232 -4.3151
N4 -3.8288 -3.6281 -4.2538
O2 -3.2861 -1.6574 -5.2685
H5 -1.8659 -1.3002 -3.4044
H6 -2.1597 -2.8380 -2.5734
H7 -3.7018 -4.1499 -3.4071
H8 -4.5746 -3.8374 -4.8877
N5 3.0786 1.8775 -0.9965
C3 3.7030 2.9416 -1.5507
N6 4.7495 2.6688 -2.3960
O3 3.4020 4.1069 -1.2975
H9 2.2909 2.1736 -0.4431
H10 3.4620 0.9571 -1.0727
H11 4.8670 1.7195 -2.6970
H12 5.4267 3.3954 -2.5189
C4 1.8056 -3.1740 -1.9347
O4 0.4817 -2.9789 -2.3749
H13 1.9035 -3.4515 -0.8892
H14 2.2702 -3.9605 -2.5421
H15 2.4554 -2.3087 -2.1026
H16 0.4262 -2.3996 -3.1368
C5 2.0512 -1.8925 2.4601
O5 2.6712 -0.6052 2.2711
H17 2.3765 -2.2210 3.4473
H18 0.9775 -1.7668 2.3691
H19 2.4739 -2.5332 1.6883
H20 2.0735 0.1387 2.4132
C6 -0.1054 -0.7965 0.0330
O6 -0.3909 0.5812 0.1015
H21 0.9826 -0.8811 -0.0476
H22 -0.4583 -1.3632 0.9031
H23 -0.6611 -1.1627 -0.8270
H24 0.1981 1.0651 0.6941
C7 -3.8408 0.9056 0.4472
O7 -4.1247 -0.1830 1.3142
H25 -3.5548 1.8224 0.9704
H26 -3.0334 0.6731 -0.2509
H27 -4.7387 1.0969 -0.1388
H28 -3.3164 -0.3706 1.8004
C8 2.2939 2.8313 2.3027
O8 1.1331 2.0327 2.1140
H29 2.2901 3.2732 3.2992
H30 3.1974 2.2230 2.1965
H31 2.4887 3.5691 1.5168
H32 0.3966 2.6770 2.0178
C9 -0.0693 -4.8137 1.3763
O9 -1.4139 -4.7651 0.9377
H33 -0.0799 -4.4569 2.4054
H34 0.3524 -5.8218 1.3796
H35 0.5192 -4.1295 0.7617
H36 -1.4961 -4.8989 -0.0080

As for the largest force on an atom: 1.786 eV/Å. As for the charge: 0. As for the energy relative to the best compared isomer or geometry (same formula, charge and spin): 116.1 kJ/mol. Its spin multiplicity is 1. Its SMILES is NC(N)=O.NC(N)=O.NC(N)=O.CO.CO.CO.CO.CO.CO. The value obtained for the HOMO-LUMO gap is 10.0 eV.